[1]
This record from the OMol25 dataset describes a molecular structure, C38H49BBrN5O2PdSi. The level of theory is ωB97M-V/def2-TZVPD.

Atoms and positions in Å:
Pd 0.86388 0.43705 1.21539
C 2.12154 -4.18305 -5.35191
C 1.86567 -3.70558 -3.94953
C 1.38594 -4.55956 -2.95785
C 1.10152 -4.12025 -1.68530
C 1.26357 -2.75933 -1.28594
N 0.92069 -2.25785 -0.10413
C 0.88561 -3.00380 1.01693
C 1.87310 -3.95021 1.37825
C 1.88011 -4.58160 2.60252
C 0.90409 -4.33062 3.56251
C 0.97010 -4.94144 4.93456
C -0.10108 -3.43254 3.22168
C -0.13175 -2.81237 1.98266
N -1.26691 -2.03582 1.65937
C -2.54423 -2.41117 1.90413
C -3.35916 -1.37955 1.49969
C -2.46869 -0.41583 1.00346
N -1.21293 -0.82031 1.10869
C 1.78475 -1.91239 -2.30890
C 2.05407 -2.37390 -3.58442
N 2.12984 -0.57031 -2.00535
C 3.37431 -0.05172 -2.12759
C 3.28948 1.28788 -1.84326
C 1.93547 1.48780 -1.54069
N 1.23494 0.36547 -1.65112
H 2.24066 -5.26821 -5.38127
H 3.03032 -3.74201 -5.77053
H 1.29996 -3.93002 -6.03140
H 1.22848 -5.61089 -3.19192
H 0.72937 -4.82273 -0.94932
H 2.66751 -4.14541 0.66843
H 2.68555 -5.27544 2.82788
H 1.57884 -5.84810 4.93386
H -0.02330 -5.20914 5.30465
H 1.41153 -4.25035 5.65945
H -0.87749 -3.18472 3.93829
H -2.75428 -3.38262 2.31610
H -4.43428 -1.34360 1.53642
H -2.66536 0.55682 0.58477
H 2.43605 -1.65574 -4.30445
H 4.20317 -0.69119 -2.37981
H 4.09690 1.99631 -1.78448
H 1.43953 2.38069 -1.19917
O 3.06295 2.43027 2.16231
B 2.14047 1.29824 2.44304
O 2.43186 1.00657 3.86330
C 3.36748 1.84376 4.30303
C 3.94248 1.93622 5.55694
C 4.91169 2.92191 5.76337
C 5.28808 3.78132 4.74541
C 4.71195 3.69147 3.47492
C 3.75270 2.71772 3.26554
H 3.64377 1.25927 6.34782
H 5.37560 3.01271 6.74004
H 6.04325 4.53740 4.93395
H 4.99984 4.35681 2.66986
C -2.16744 7.28982 -0.00731
C -1.25294 6.06044 0.00950
C -0.36582 6.10869 -1.24168
C -0.29675 6.19198 1.20317
Si -2.21197 4.37093 0.06845
Br -0.73471 2.80265 0.68683
C -2.90463 3.86278 -1.68010
C -3.62976 5.00064 -2.41077
C -1.78463 3.34279 -2.59612
C -3.89558 2.70186 -1.53187
C -3.61892 4.39828 1.40460
C -4.00870 2.96997 1.81603
C -3.11482 5.08605 2.67879
C -4.88401 5.12940 0.94427
H -1.55949 8.19576 -0.11262
H -2.73140 7.38708 0.92398
H -2.87954 7.27534 -0.83273
H 0.27526 6.99571 -1.19486
H -0.94741 6.17580 -2.16120
H 0.28414 5.23552 -1.30289
H 0.27723 7.11891 1.09576
H 0.40919 5.36236 1.23884
H -0.81214 6.23697 2.15902
H -2.95450 5.82007 -2.66150
H -4.45814 5.41210 -1.83070
H -4.04345 4.62361 -3.35298
H -1.06600 4.11232 -2.86545
H -2.23270 2.97446 -3.52524
H -1.23676 2.51710 -2.14277
H -4.80855 2.99554 -1.01126
H -3.44703 1.85885 -1.00592
H -4.18500 2.34713 -2.52662
H -3.15067 2.42263 2.20559
H -4.43416 2.38965 1.00109
H -4.76247 3.02141 2.60974
H -2.18637 4.63770 3.03408
H -3.86494 4.97239 3.46911
H -2.95378 6.15600 2.53470
H -5.37077 4.61751 0.11173
H -4.68527 6.15708 0.63699
H -5.60569 5.16594 1.76873

Calculated values
HOMO-LUMO gap (eV): 3.30
Net charge: -2

***

[2]
This record from the OMol25 dataset describes a molecular structure, CH2F3N in a non-equilibrium geometry. The level of theory is ωB97M-V/def2-TZVPD.

Atoms and positions in Å:
C -0.20022 -0.55554 0.31053
N 1.01057 -0.49490 0.35187
F -0.81046 -1.53181 0.91003
F -0.20315 2.03211 -0.41575
F -0.82914 -0.30197 -0.69881
H 1.54035 -0.96127 1.06722
H -0.50795 1.81338 -1.52508

Calculated values
HOMO-LUMO gap (eV): 11.03

***

[3]
This record from the OMol25 dataset describes 5 unconnected molecules or ions with the total composition C7H25N7O5 in a non-equilibrium geometry. The level of theory is ωB97M-V/def2-TZVPD.

Atoms and positions in Å:
C -0.10707 -3.10051 1.11090
O -0.24571 -2.09462 0.11991
C 0.10780 -2.47255 -1.24180
C 1.30025 -1.59959 -1.69243
C 1.49934 -1.83370 -3.17858
N 2.36678 -1.98493 -0.75370
H 0.40741 -3.99668 0.76406
H -1.10887 -3.35985 1.45331
H 0.45066 -2.68673 1.95102
H 0.17962 -3.52350 -1.52192
H -0.67445 -2.08731 -1.89583
H 1.15223 -0.52007 -1.66386
H 1.41482 -2.89165 -3.42695
H 2.45250 -1.49839 -3.58742
H 0.70201 -1.25826 -3.64894
H 2.19083 -1.62521 0.17352
H 3.17867 -1.45260 -1.03219
N -2.46983 0.34494 -2.82782
C -1.31595 0.82958 -3.21758
N -0.92893 0.16478 -4.28488
O -0.81960 1.76213 -2.63865
H -2.77059 0.84829 -2.00546
H -3.10370 -0.09902 -3.47682
H -1.26047 -0.78809 -4.33194
H -0.35696 0.63271 -4.97335
N -2.36674 3.75072 3.58612
C -1.54155 3.08704 2.79609
N -2.11868 2.21956 2.05106
O -0.38144 3.25421 2.88121
H -1.99550 4.32569 4.32888
H -3.33392 3.76645 3.29558
H -3.11356 2.05124 2.00650
H -1.48447 1.81192 1.37896
N 2.41585 1.85399 3.54906
C 2.37308 0.77424 2.81387
N 1.15825 0.52896 2.42944
O 3.31999 0.05292 2.59859
H 3.37053 2.00621 3.84151
H 1.73452 2.59759 3.60332
H 0.36453 1.14937 2.50161
H 0.99797 -0.31066 1.89143
O -0.58824 0.64797 0.42962
H -0.67249 1.00057 -0.45627
H -0.37892 -0.27714 0.30082

Calculated values
SMILES: COC[C@H](C)N.NC(N)=O.NC(N)=O.NC(N)=O.O
HOMO-LUMO gap (eV): 9.22

***

[4]
This record from the OMol25 dataset describes 6 unconnected molecules or ions with the total composition C18H52N8O6 in a non-equilibrium geometry. The level of theory is ωB97M-V/def2-TZVPD.

Atoms and positions in Å:
C -5.29260 -22.49379 8.64388
O -5.81233 -21.66392 9.67963
C -5.08748 -21.83921 10.83267
C -5.64195 -20.88897 11.93143
C -4.60054 -20.67453 12.98267
N -6.83418 -21.47026 12.51870
H -5.68211 -23.50938 8.71422
H -4.20492 -22.56480 8.64556
H -5.65611 -22.09779 7.69564
H -4.93347 -22.86796 11.15833
H -4.06826 -21.47994 10.69048
H -5.82596 -19.85727 11.63169
H -4.99488 -20.35483 13.94725
H -3.92282 -19.90819 12.60650
H -4.06898 -21.60733 13.17088
H -7.53552 -21.56101 11.79759
H -6.71952 -22.39671 12.90424
C -10.12017 -20.04193 6.25113
O -8.86640 -19.66801 5.65618
C -7.89532 -20.74870 5.68698
C -6.71032 -20.63890 4.78978
C -5.81540 -21.90958 4.63127
N -5.77664 -19.48294 5.14027
H -10.02229 -20.49641 7.23702
H -10.67028 -20.81278 5.71141
H -10.79694 -19.23934 6.54426
H -7.59527 -20.79438 6.73387
H -8.51301 -21.63481 5.54078
H -7.09843 -20.42153 3.79469
H -6.33392 -22.65043 4.02268
H -5.51606 -22.34035 5.58675
H -5.00984 -21.62935 3.95256
H -5.46981 -19.11846 4.24969
H -6.46175 -18.83429 5.50079
C -1.30776 -16.13342 7.62491
O -1.78913 -14.83287 7.55549
C -1.31515 -14.00189 6.45699
C -1.65001 -12.57608 6.83247
C -1.24223 -11.50840 5.77139
N -0.87794 -12.22237 8.04655
H -1.74607 -16.92408 7.01596
H -1.56605 -16.54362 8.60119
H -0.21906 -16.18526 7.63759
H -0.23565 -14.15277 6.45838
H -1.80721 -14.36494 5.55468
H -2.68141 -12.42299 7.15009
H -0.28249 -11.53605 5.25542
H -1.35576 -10.53144 6.24124
H -1.89934 -11.55618 4.90304
H -0.55910 -13.07210 8.48971
H -0.08481 -11.60686 7.93615
C -2.66469 -24.31403 12.89639
O -1.56729 -24.91984 12.15022
C -0.54750 -23.96939 11.72632
C -1.09511 -22.97427 10.61117
C -1.77353 -23.81228 9.48851
N 0.02527 -22.16399 10.14911
H -3.13671 -23.48585 12.36780
H -2.25102 -24.10738 13.88344
H -3.34842 -25.13185 13.12400
H -0.13438 -23.56276 12.64940
H 0.29148 -24.47395 11.24711
H -1.76017 -22.23454 11.05683
H -0.96943 -24.41436 9.06542
H -2.05225 -23.05631 8.75439
H -2.66587 -24.39675 9.71262
H -0.38739 -21.49216 9.51788
H 0.21154 -21.51953 10.90415
N -3.30273 -19.04663 6.82085
C -3.46149 -19.50289 8.00571
N -4.72012 -19.31827 8.29142
O -2.50999 -19.59800 8.79634
H -4.10121 -19.10158 6.20480
H -2.39332 -19.25319 6.43304
H -4.99551 -19.29484 9.26288
H -5.41969 -19.20671 7.57153
N 0.04637 -19.42964 7.32201
C 0.00880 -19.56843 6.01358
N 1.08507 -19.79573 5.44349
O -1.03903 -19.71927 5.43906
H -0.82588 -19.56069 7.81405
H 0.90857 -19.49208 7.84434
H 1.97115 -19.65348 5.90687
H 1.02880 -20.11744 4.48775

Calculated values
SMILES: COC[C@H](C)N.COC[C@H](C)N.COC[C@H](C)N.COC[C@H](C)N.NC(N)=O.NC(N)=O
HOMO-LUMO gap (eV): 9.44

***

[5]
This record from the OMol25 dataset describes 6 unconnected molecules or ions with the total composition C33H70N6O8 in a non-equilibrium geometry. The level of theory is ωB97M-V/def2-TZVPD.

Atoms and positions in Å:
N -16.95569 7.53495 -20.65868
O -16.53771 8.68582 -20.43174
O -17.96255 7.33632 -21.36771
O -16.26573 6.61131 -20.22612
C -19.38713 5.69806 -23.74491
C -20.57220 5.05583 -24.50924
O -20.98694 5.50834 -25.51320
N -21.27590 3.91207 -23.79541
H -20.83377 3.44044 -23.00823
H -22.16268 4.20996 -23.38912
C -21.58994 2.75747 -24.82138
H -19.27690 6.76193 -23.92707
H -18.53023 5.09751 -24.05390
H -19.49942 5.62486 -22.66129
H -21.26401 2.99269 -25.82886
H -22.64539 2.54282 -24.67493
H -21.11377 1.82078 -24.53202
C -18.58453 13.44231 -25.38129
C -18.10700 12.26489 -24.56379
O -16.95475 11.99626 -24.48462
N -19.14093 11.52411 -23.79322
H -19.48384 12.11685 -23.03709
H -19.94526 11.19262 -24.32293
C -18.65633 10.20998 -23.09967
H -18.90889 14.28626 -24.76320
H -19.49011 13.14791 -25.91673
H -17.83020 13.90191 -26.01355
H -17.92272 10.41680 -22.32891
H -18.35747 9.59125 -23.94236
H -19.58500 9.75640 -22.75732
C -15.07423 8.64649 -17.22323
C -14.75076 10.16254 -17.43436
C -13.86047 10.06263 -18.70391
C -13.40681 11.42069 -19.22408
C -14.37896 12.64922 -19.05764
C -15.82384 12.35583 -18.60796
N -15.92603 10.98258 -17.90760
O -16.96962 10.61316 -17.46546
C -16.53614 12.14513 -19.94703
C -16.35472 13.54350 -17.78986
C -14.12448 10.78250 -16.23465
H -14.13336 8.10963 -17.35124
H -15.63967 8.23495 -18.06078
H -15.45297 8.36805 -16.24113
H -14.34098 9.56098 -19.54645
H -12.93167 9.50048 -18.60531
H -13.30712 11.33607 -20.30374
H -12.53224 11.68495 -18.63457
H -14.31508 13.22215 -19.98283
H -13.81339 13.35206 -18.44145
H -16.87157 12.98222 -20.55580
H -17.51353 11.68022 -19.75966
H -15.96555 11.40410 -20.50746
H -15.84573 14.46141 -18.06928
H -16.34847 13.38406 -16.71220
H -17.40951 13.63453 -18.05610
H -13.94303 11.85626 -16.22327
H -13.19309 10.21137 -16.22442
H -14.63940 10.53928 -15.30465
C -12.83410 2.34375 -18.92780
C -13.41881 3.76984 -19.14372
C -12.36693 4.45878 -20.03186
C -12.40160 4.01579 -21.53797
C -13.80176 4.21336 -22.09047
C -14.89669 3.35204 -21.38166
N -14.73874 3.76835 -19.88329
O -15.75311 3.80809 -19.14852
C -14.74960 1.82673 -21.57949
C -16.26930 3.74320 -21.88167
C -13.57160 4.44342 -17.80691
H -13.59181 1.59563 -18.68521
H -12.06530 2.46030 -18.16939
H -12.40896 1.86966 -19.81126
H -11.36962 4.32344 -19.62016
H -12.67571 5.50506 -19.95359
H -12.13926 2.96619 -21.66176
H -11.77356 4.63871 -22.17262
H -13.87197 4.03896 -23.16921
H -14.07915 5.26783 -22.19508
H -13.76034 1.42988 -21.33353
H -14.71181 1.52539 -22.62764
H -15.41747 1.17955 -21.01359
H -16.94970 3.04746 -21.38849
H -16.42333 3.83005 -22.95448
H -16.54136 4.73397 -21.50772
H -12.65836 4.44256 -17.21470
H -14.31777 3.96246 -17.17294
H -13.92470 5.47542 -17.86284
C -22.11271 8.10989 -20.77500
C -21.96800 8.08277 -19.26034
C -22.67407 6.79965 -18.79099
C -22.26735 6.33367 -17.38297
C -20.74862 6.12515 -17.25463
C -19.95380 7.38698 -17.65758
N -20.51861 7.93339 -18.96277
O -19.68574 8.57307 -19.55550
C -18.46865 6.97046 -17.75543
C -20.08005 8.43819 -16.55004
C -22.57425 9.36277 -18.57836
H -23.11132 7.74007 -21.00151
H -21.47740 7.37278 -21.27376
H -21.81274 9.07038 -21.18970
H -22.64595 6.01982 -19.55367
H -23.72423 7.09624 -18.77176
H -22.76638 5.40531 -17.10351
H -22.66133 7.02806 -16.63689
H -20.61826 5.26097 -17.91624
H -20.37253 5.70447 -16.32314
H -18.11707 6.57983 -16.80194
H -17.88711 7.88719 -17.87195
H -18.24243 6.27963 -18.56547
H -21.06985 8.73108 -16.20869
H -19.50198 9.29802 -16.88729
H -19.67971 7.91074 -15.68436
H -22.44321 9.41121 -17.50187
H -23.65296 9.46217 -18.71333
H -22.21762 10.25813 -19.08925

Calculated values
HOMO-LUMO gap (eV): 6.10
Net charge: +4

***

Q: Which of these has the lowest HOMO-LUMO gap?
A: C38H49BBrN5O2PdSi